Below is a 2-piece molecular cluster, C32H37N3O3 overall in a non-equilibrium geometry, with properties calculated with ωB97M-V with the def2-TZVPD basis set.

Calculated values
E_HOMO	-0.236	hartree
charge	0
LUMO	-1.78	eV
M	511.67	g/mol

XYZ file:
```
75
Properties=species:S:1:pos:R:3:lowdin_charge:R:1
C 2.366 2.770 1.212 -0.007
N 2.056 1.398 0.890 -0.031
C 3.031 0.503 0.547 -0.361
O 4.228 0.766 0.426 0.088
C 2.346 -0.845 0.316 -0.140
C 2.974 -1.977 1.163 -0.075
C 4.395 -2.229 0.798 -0.187
C 4.906 -2.637 -0.427 -0.033
N 6.287 -2.620 -0.369 0.078
C 6.697 -2.230 0.902 -0.199
C 7.973 -2.005 1.408 -0.023
C 8.075 -1.538 2.727 -0.093
C 6.923 -1.287 3.496 -0.094
C 5.639 -1.494 2.972 -0.027
C 5.523 -1.982 1.670 -0.138
N 0.946 -0.550 0.641 0.055
C -0.036 -1.442 0.447 0.027
C -1.367 -1.200 0.765 -0.071
C -2.435 -1.990 0.361 0.019
C -3.762 -1.892 0.932 -0.214
C -4.644 -3.001 0.905 -0.023
C -5.939 -2.890 1.400 -0.076
C -6.395 -1.669 1.921 -0.057
C -5.536 -0.567 1.957 -0.058
C -4.225 -0.685 1.513 -0.022
C 0.712 0.850 1.045 -0.450
C 0.279 0.953 2.520 0.013
C -0.274 1.604 0.150 0.006
H 3.431 2.941 1.037 0.098
H 1.776 3.444 0.579 0.094
H 2.127 2.990 2.263 0.095
H 2.447 -1.108 -0.757 0.177
H 2.917 -1.693 2.230 0.124
H 2.368 -2.889 1.017 0.121
H 4.364 -2.905 -1.327 0.125
H 6.904 -2.860 -1.139 0.157
H 8.840 -2.199 0.777 0.108
H 9.058 -1.363 3.167 0.099
H 7.034 -0.920 4.519 0.098
H 4.731 -1.283 3.538 0.104
H 0.266 -2.401 0.007 0.159
H -1.603 -0.320 1.356 0.077
H -2.233 -2.833 -0.308 0.143
H -4.277 -3.938 0.479 0.115
H -6.604 -3.754 1.368 0.105
H -7.426 -1.560 2.256 0.108
H -5.882 0.404 2.312 0.116
H -3.569 0.183 1.541 0.105
H 1.084 0.580 3.168 0.101
H 0.076 2.006 2.754 0.094
H -0.622 0.368 2.714 0.074
H 0.026 1.505 -0.902 0.104
H -1.292 1.216 0.255 0.077
H -0.290 2.664 0.439 0.095
C -3.535 3.350 -4.683 -0.066
C -3.100 2.480 -3.503 -0.563
C -2.102 3.281 -2.654 -0.033
C -4.341 2.069 -2.687 -0.081
C -4.010 1.078 -1.564 -0.436
O -4.527 1.249 -0.447 -0.034
C -3.076 0.036 -1.870 -0.013
C -2.071 0.224 -2.874 -0.463
O -0.948 -0.309 -2.835 -0.048
C -2.462 1.172 -4.015 -0.080
H -4.264 2.818 -5.307 0.083
H -3.999 4.278 -4.325 0.084
H -2.673 3.618 -5.306 0.083
H -1.732 2.715 -1.787 0.058
H -1.234 3.565 -3.269 0.091
H -2.571 4.204 -2.284 0.089
H -4.814 2.963 -2.265 0.120
H -5.059 1.603 -3.387 0.129
H -3.070 -0.869 -1.285 0.055
H -3.213 0.673 -4.654 0.130
H -1.588 1.410 -4.630 0.119
```


Below is a 2-piece molecular cluster, C32H37NO4 overall in a non-equilibrium geometry, with properties calculated with ωB97M-V with the def2-TZVPD basis set.

Calculated values
E_HOMO	-0.208	hartree
charge	0
LUMO	-3.10	eV
energy above the lowest of the compared OMol25 structures with the same formula, charge and spin	65.2	kcal/mol
M	499.65	g/mol

XYZ file:
```
74
Properties=species:S:1:pos:R:3:lowdin_charge:R:1
C -0.301 4.757 -3.410 -0.122
C -0.697 3.285 -3.366 -0.275
C -0.022 2.470 -4.451 -0.220
C -0.397 0.977 -4.403 -0.164
C -0.003 0.279 -3.161 -0.066
C -0.899 -0.629 -2.470 -0.466
O -0.667 -1.271 -1.454 0.043
O -2.093 -0.717 -3.121 -0.039
C -2.986 -1.654 -2.487 -0.247
C -4.046 -2.120 -3.448 -0.081
C 1.357 0.282 -2.653 -0.465
O 1.758 -0.246 -1.625 0.049
O 2.209 0.945 -3.479 -0.041
C 3.553 0.922 -2.963 -0.245
C 4.542 1.327 -4.020 -0.080
H -0.835 5.309 -2.634 0.062
H 0.773 4.872 -3.237 0.070
H -0.546 5.198 -4.381 0.069
H -0.440 2.856 -2.390 0.109
H -1.784 3.187 -3.479 0.111
H -0.291 2.872 -5.438 0.114
H 1.065 2.525 -4.333 0.098
H -1.483 0.867 -4.510 0.112
H 0.084 0.500 -5.270 0.122
H -2.406 -2.519 -2.151 0.114
H -3.432 -1.168 -1.609 0.123
H -4.576 -2.937 -2.956 0.071
H -4.770 -1.336 -3.681 0.073
H -3.603 -2.510 -4.369 0.080
H 3.605 1.592 -2.093 0.126
H 3.784 -0.094 -2.629 0.116
H 5.534 1.169 -3.593 0.072
H 4.455 0.697 -4.910 0.080
H 4.458 2.382 -4.294 0.074
C -4.893 -3.459 2.875 -0.077
N -4.034 -2.591 3.656 -0.249
C -4.175 -2.797 5.087 -0.079
C -2.856 -2.040 3.127 -0.237
C -2.821 -0.705 2.651 0.024
C -1.618 -0.119 2.298 0.001
C -0.398 -0.833 2.394 -0.130
C 0.880 -0.194 2.247 0.043
C 2.109 -0.869 1.885 -0.101
C 3.211 -0.003 2.205 -0.099
C 4.521 -0.438 2.077 0.000
C 4.759 -1.721 1.566 -0.046
C 3.687 -2.543 1.172 -0.046
C 2.360 -2.117 1.326 0.010
C 2.666 1.252 2.689 -0.097
C 1.228 1.145 2.688 -0.085
C 0.470 2.210 3.170 0.006
C 1.123 3.370 3.612 -0.061
C 2.527 3.458 3.617 -0.051
C 3.307 2.385 3.163 -0.003
C -0.468 -2.204 2.756 0.009
C -1.664 -2.794 3.120 0.013
H -4.629 -3.403 1.814 0.092
H -4.815 -4.504 3.218 0.080
H -5.939 -3.150 3.007 0.083
H -3.401 -2.238 5.623 0.092
H -5.165 -2.445 5.409 0.084
H -4.102 -3.866 5.344 0.080
H -3.761 -0.149 2.616 0.124
H -1.601 0.908 1.937 0.115
H 5.324 0.233 2.380 0.114
H 5.783 -2.084 1.463 0.109
H 3.889 -3.528 0.748 0.110
H 1.526 -2.726 0.986 0.124
H -0.612 2.132 3.202 0.101
H 0.534 4.221 3.962 0.107
H 3.013 4.367 3.975 0.109
H 4.395 2.405 3.166 0.115
H 0.443 -2.794 2.809 0.109
H -1.701 -3.842 3.427 0.127
```


Below is C32H38Br3N2O7PRuSSi as an isolated structure in a non-equilibrium geometry, with properties calculated with ωB97M-V with the def2-TZVPD basis set.

Calculated values
E_HOMO (alpha / beta)	-0.218 / -0.319	hartree
charge	0
LUMO (alpha / beta)	-0.03 / -2.83	eV
energy above the lowest of the compared OMol25 structures with the same formula, charge and spin	6.9	kcal/mol
M	994.57	g/mol
spin multiplicity	5

XYZ file:
```
86
Properties=species:S:1:pos:R:3:lowdin_charge:R:1
Ru 0.378 0.846 0.442 1.423
Br 5.461 0.744 0.584 0.836
C 4.262 0.767 2.021 -0.591
C 4.680 0.709 3.312 -0.171
C 3.730 0.741 4.352 -0.578
Br 4.380 0.686 6.111 0.840
C 2.326 0.827 4.128 -0.199
C 1.340 0.933 5.116 -0.044
C -0.009 1.127 4.718 -0.067
C -0.334 1.145 3.401 -0.129
N 0.609 0.955 2.423 -0.096
C 1.920 0.849 2.778 -0.173
C 2.849 0.853 1.700 -0.370
O 2.448 0.988 0.491 -0.136
H 5.733 0.644 3.542 0.099
H 1.603 0.912 6.162 0.071
H -0.775 1.268 5.467 0.105
H -1.344 1.296 3.046 0.101
C -4.410 -0.609 -3.916 -0.167
Si -3.947 0.934 -2.941 0.542
C -4.306 2.502 -3.932 -0.174
C -4.887 1.012 -1.320 -0.204
C -2.053 0.865 -2.768 -0.212
C -1.275 0.903 -3.930 -0.055
C 0.111 0.858 -3.887 -0.037
C 0.734 0.806 -2.655 -0.075
N 0.013 0.777 -1.544 -0.137
C -1.333 0.775 -1.583 -0.665
S -1.906 0.619 0.068 0.769
H -5.489 -0.666 -4.078 0.031
H -4.099 -1.500 -3.367 0.038
H -3.922 -0.625 -4.893 0.028
H -5.377 2.592 -4.125 0.032
H -3.794 2.504 -4.897 0.024
H -3.991 3.390 -3.381 0.034
H -5.960 1.063 -1.518 0.035
H -4.607 1.891 -0.740 0.025
H -4.695 0.129 -0.711 0.016
H -1.770 0.964 -4.892 0.108
H 0.701 0.876 -4.792 0.109
H 1.810 0.787 -2.537 0.132
Br 1.210 9.044 1.534 0.726
C 0.750 7.522 0.494 -0.674
C 0.222 7.703 -0.774 -0.129
C -0.113 6.591 -1.532 -0.070
C 0.070 5.315 -1.020 -0.020
C 0.606 5.152 0.251 -0.126
C 0.954 6.259 1.016 -0.061
C 0.848 3.784 0.826 -0.535
O 1.611 3.643 1.764 0.086
O 0.177 2.845 0.202 -0.198
H 0.077 8.701 -1.165 0.099
H -0.518 6.724 -2.526 0.105
H -0.195 4.439 -1.596 0.110
H 1.378 6.106 1.999 0.115
C 0.866 -3.684 -3.109 -0.030
C 1.140 -4.225 -1.709 -0.615
C 0.049 -5.210 -1.299 -0.027
C 2.511 -4.886 -1.643 -0.026
O 1.235 -3.100 -0.796 -0.158
P 0.006 -2.328 -0.142 0.298
O -1.086 -2.049 -1.095 -0.275
O 0.753 -1.116 0.477 -0.390
O -0.554 -3.272 1.018 -0.151
C 0.046 -3.617 2.302 -0.605
C -0.331 -2.532 3.301 -0.021
C -0.608 -4.936 2.692 -0.027
C 1.563 -3.789 2.234 -0.020
H 0.847 -4.499 -3.832 0.087
H 1.647 -2.975 -3.391 0.087
H -0.094 -3.167 -3.117 0.074
H -0.001 -6.024 -2.022 0.093
H -0.918 -4.710 -1.261 0.083
H 0.258 -5.631 -0.315 0.073
H 2.569 -5.712 -2.353 0.090
H 2.698 -5.270 -0.639 0.077
H 3.286 -4.156 -1.881 0.089
H -1.417 -2.440 3.360 0.096
H 0.078 -1.587 2.962 0.055
H 0.065 -2.756 4.292 0.094
H -1.693 -4.832 2.683 0.091
H -0.286 -5.222 3.694 0.091
H -0.328 -5.726 1.993 0.076
H 2.040 -2.891 1.848 0.076
H 1.826 -4.625 1.585 0.076
H 1.951 -3.989 3.233 0.093
```


Below is a 5-piece molecular cluster, C32H38F13N4S overall in a non-equilibrium geometry, with properties calculated with ωB97M-V with the def2-TZVPD basis set.

Calculated values
E_HOMO	-0.389	hartree
charge	+1
LUMO	-3.04	eV
M	757.72	g/mol

XYZ file:
```
88
Properties=species:S:1:pos:R:3:lowdin_charge:R:1
N 4.295 -1.679 -1.886 0.104
C 4.326 -0.342 -1.322 -0.683
N 5.695 0.091 -1.375 0.106
N 3.934 -0.355 0.080 0.112
C 3.378 0.471 -2.264 -0.045
N 2.795 1.695 -1.622 0.075
C 1.295 1.930 -1.766 -0.105
C 0.540 1.808 -0.446 -0.152
C -0.953 2.131 -0.677 -0.141
C -1.872 0.902 -0.559 -0.074
C -3.311 1.325 -0.290 -0.463
F -3.416 1.680 1.027 0.116
F -3.680 2.391 -1.026 0.129
C -4.313 0.144 -0.467 -0.373
F -5.451 0.357 0.245 0.112
F -3.672 -0.951 0.045 0.102
S -4.827 -0.197 -2.274 0.760
F -6.115 -0.972 -1.781 -0.113
F -5.652 1.133 -2.348 -0.098
F -3.528 0.532 -2.806 -0.139
F -4.047 -1.579 -2.267 -0.140
F -5.215 -0.497 -3.770 -0.105
H 4.828 -2.267 -1.258 0.099
H 3.352 -2.038 -1.837 0.053
H 6.067 -0.125 -2.288 0.095
H 5.803 1.076 -1.195 0.048
H 2.959 -0.581 0.218 0.080
H 4.172 0.484 0.592 0.073
H 2.604 -0.159 -2.669 0.106
H 3.973 0.808 -3.098 0.132
H 3.017 1.720 -0.624 0.142
H 3.237 2.505 -2.039 0.173
H 1.158 2.928 -2.153 0.132
H 0.895 1.225 -2.478 0.129
H 0.965 2.514 0.258 0.121
H 0.650 0.800 -0.062 0.110
H -1.099 2.614 -1.634 0.118
H -1.268 2.852 0.066 0.123
H -1.532 0.305 0.269 0.109
H -1.823 0.345 -1.483 0.099
F 1.032 -2.081 -2.137 0.014
C 0.382 -2.445 -3.283 -0.280
C 1.058 -3.159 -4.247 -0.016
C 0.378 -3.502 -5.407 -0.065
C -0.948 -3.125 -5.580 -0.073
C -1.600 -2.410 -4.587 -0.063
C -0.931 -2.066 -3.422 -0.020
H 2.092 -3.435 -4.092 0.118
H 0.886 -4.065 -6.177 0.112
H -1.472 -3.393 -6.487 0.110
H -2.631 -2.112 -4.717 0.105
H -1.424 -1.517 -2.630 0.090
F -7.169 -0.890 6.662 0.061
C -7.413 -0.605 5.369 -0.288
C -6.368 -0.188 4.570 -0.017
C -6.624 0.103 3.238 -0.088
C -7.908 -0.021 2.728 -0.094
C -8.942 -0.439 3.553 -0.078
C -8.698 -0.738 4.885 -0.013
H -5.376 -0.093 4.991 0.115
H -5.816 0.428 2.600 0.080
H -8.103 0.210 1.689 0.099
H -9.945 -0.533 3.160 0.107
H -9.488 -1.071 5.544 0.120
F 1.067 -0.355 3.113 0.033
C 0.204 -1.397 2.981 -0.290
C 0.686 -2.687 3.059 -0.017
C -0.210 -3.738 2.918 -0.071
C -1.559 -3.488 2.695 -0.078
C -2.012 -2.180 2.620 -0.079
C -1.128 -1.122 2.770 -0.033
H 1.740 -2.860 3.229 0.119
H 0.148 -4.755 2.982 0.109
H -2.251 -4.310 2.578 0.108
H -3.059 -1.972 2.447 0.102
H -1.468 -0.094 2.732 0.114
F 7.729 2.173 -0.829 0.036
C 7.813 2.803 0.368 -0.281
C 9.052 2.976 0.945 -0.006
C 9.128 3.621 2.170 -0.065
C 7.976 4.076 2.798 -0.083
C 6.741 3.888 2.198 -0.082
C 6.654 3.248 0.970 -0.039
H 9.936 2.609 0.442 0.124
H 10.092 3.770 2.635 0.112
H 8.043 4.576 3.753 0.107
H 5.842 4.240 2.686 0.106
H 5.699 3.102 0.480 0.091
```